A molecular structure, C28H38N5OsPS3Si. Source: the OMol25 dataset; level of theory: wB97M-V/def2-TZVPD.

XYZ file:
```
77
Properties=species:S:1:pos:R:3
Os 0.1964 0.3431 -0.0665
C -2.6586 2.1761 2.5173
C -2.7027 0.6970 2.2850
C -3.6436 -0.1146 2.9088
C -3.6455 -1.4773 2.6296
C -2.7748 -1.9878 1.6964
C -1.8651 -1.1135 1.0793
N -1.8174 0.1875 1.4386
N -0.9782 -1.4622 0.1236
Si -1.4648 -2.6196 -1.1087
C -0.2472 -2.4732 -2.5540
C -3.2445 -2.1837 -1.6557
C -1.4179 -4.4418 -0.4995
H -2.2380 2.4027 3.4972
H -3.6652 2.5882 2.4728
H -2.0474 2.6510 1.7536
H -4.3651 0.3094 3.5892
H -4.3399 -2.1311 3.1378
H -2.7553 -3.0345 1.4516
H -0.2080 -1.4608 -2.9397
H -0.5495 -3.1200 -3.3693
H 0.7573 -2.7610 -2.2658
H -3.3348 -1.1243 -1.8769
H -3.9713 -2.4160 -0.8824
H -3.5286 -2.7300 -2.5493
H -0.6395 -4.6124 0.2351
H -1.2209 -5.0998 -1.3379
H -2.3598 -4.7602 -0.0663
S 1.8887 0.0825 -2.3111
C 2.6553 1.5999 -2.3250
C 3.7535 1.6757 -3.2035
N 4.6470 1.6445 -3.9226
C 2.2876 2.6943 -1.5523
S 1.0357 2.7292 -0.3846
C 2.9816 3.9087 -1.6990
N 3.5319 4.9133 -1.7822
C 2.8869 -2.1536 3.5399
C 1.6437 -1.7475 2.7490
C 0.4587 -1.5286 3.6881
C 1.3133 -2.9103 1.8060
P 1.8839 -0.1926 1.6605
C 3.4994 -0.6519 0.9218
C 4.7508 -0.2601 1.3833
C 5.8987 -0.7166 0.7602
C 5.8216 -1.5694 -0.3264
C 4.5815 -1.9683 -0.7954
C 3.4326 -1.5128 -0.1746
C 2.1902 1.3170 2.8059
C 0.7988 1.9261 3.0311
C 3.0833 2.3363 2.0703
C 2.8027 1.0575 4.1871
H 2.6791 -3.0883 4.0584
H 3.1715 -1.4279 4.2893
H 3.7304 -2.3201 2.8747
H 0.1540 -2.4772 4.1261
H -0.3921 -1.1185 3.1513
H 0.7094 -0.8609 4.5062
H 1.0147 -3.7770 2.3967
H 2.1783 -3.1958 1.2104
H 0.4951 -2.6524 1.1351
H 4.8447 0.4098 2.2194
H 6.8616 -0.3977 1.1267
H 6.7209 -1.9127 -0.8128
H 4.5048 -2.6204 -1.6528
H 2.4612 -1.8120 -0.5503
H 0.3352 2.2017 2.0838
H 0.8832 2.8274 3.6361
H 0.1375 1.2307 3.5439
H 3.2159 2.0877 1.0200
H 4.0716 2.3922 2.5181
H 2.6420 3.3284 2.1220
H 2.1346 0.4945 4.8360
H 2.9692 2.0248 4.6646
H 3.7613 0.5466 4.1310
S -3.1140 1.6045 -3.0791
C -1.9597 1.2007 -2.0792
N -1.1017 0.8926 -1.3327
```

**E_tot**: -3279.61355 a.u.
**HOMO energy (spin up / spin down)**: -7.586 / -8.136 eV
**Multiplicity**: 5
**LUMO (spin up / spin down)**: -0.501 / -2.863 eV
**Kohn-Sham gap (spin up / spin down)**: 7.1 / 5.3 eV

=====

2 unconnected molecules or ions with the total composition C5H13N2O. Source: the OMol25 dataset; level of theory: wB97M-V/def2-TZVPD.

XYZ file:
```
21
Properties=species:S:1:pos:R:3
C 0.5125 -2.1430 -1.1626
C 1.3257 0.5663 0.7698
C -0.5653 2.1339 0.5090
C -1.0034 -0.0574 1.4160
C -0.3325 0.0596 -0.8589
N 0.3551 -2.3740 -2.4157
N -0.1595 0.6773 0.4814
O 0.9563 -2.4102 -0.1332
H 1.8540 1.1630 0.1729
H 1.7360 0.8847 1.8225
H 1.5103 -0.5984 0.6856
H 0.0881 2.8964 0.1514
H -1.3289 2.1854 -0.1283
H -0.7288 2.3583 1.5529
H -2.0317 -0.2380 1.1598
H -0.7010 -1.1607 1.6506
H -0.8786 0.3620 2.4160
H -1.3889 -0.0465 -0.9326
H 0.3799 0.5942 -1.4586
H 0.3428 -1.5678 -2.9780
H 0.0580 -3.2854 -2.7200
```

**E_tot**: -382.66587 a.u.
**HOMO energy**: -12.292 eV
**LUMO**: -2.992 eV
**Kohn-Sham gap**: 9.3 eV
**Net charge**: +1

=====

A single C24H23FN6O5S molecule. Source: the OMol25 dataset; level of theory: wB97M-V/def2-TZVPD.

XYZ file:
```
60
Properties=species:S:1:pos:R:3
C 1.2939 4.3862 -1.9380
O 2.5450 3.8435 -1.5898
C 2.5903 2.9061 -0.6025
C 3.8387 2.3262 -0.3631
C 3.9823 1.3405 0.5841
C 2.8834 0.9094 1.3282
O 3.1238 -0.1194 2.2068
C 2.0184 -0.8200 2.7341
C 1.0722 -1.2815 1.6798
N -0.2254 -1.2228 1.7460
N -0.7308 -1.6510 0.5758
C 0.2734 -1.9405 -0.2064
S 0.1637 -2.4238 -1.8647
C -1.5725 -1.9365 -2.1228
C -1.7805 -0.5606 -1.5255
O -0.8797 0.2725 -1.5889
C -3.0260 -0.3319 -0.8224
C -3.0525 0.6202 0.2028
N -2.0485 1.4858 0.3738
N -4.1216 0.6895 1.0413
C -4.1210 1.6079 2.1632
C -5.2594 -0.1025 0.8779
O -6.1998 -0.0109 1.6334
N -5.2513 -0.9532 -0.1873
C -6.4562 -1.7450 -0.3715
C -4.1815 -1.1579 -1.0677
O -4.2971 -1.9617 -1.9739
N 1.4595 -1.7390 0.4452
C 2.7577 -1.8699 -0.0778
C 3.1335 -1.1485 -1.2040
C 4.4181 -1.2663 -1.7010
C 5.3370 -2.0943 -1.0782
C 4.9762 -2.8181 0.0451
C 3.6897 -2.7022 0.5329
F 3.3277 -3.4131 1.6201
C 1.6528 1.5136 1.1261
C 1.5059 2.5020 0.1628
H 1.4846 5.0457 -2.7831
H 0.8653 4.9700 -1.1164
H 0.5883 3.6051 -2.2385
H 4.6809 2.6591 -0.9478
H 4.9386 0.8755 0.7626
H 1.4555 -0.2157 3.4574
H 2.4528 -1.6761 3.2607
H -1.7275 -1.9197 -3.2013
H -2.2168 -2.6871 -1.6755
H -1.9000 1.9146 1.2710
H -1.2478 1.3009 -0.2389
H -4.0060 2.6360 1.8173
H -5.0844 1.5009 2.6603
H -3.3287 1.3517 2.8688
H -6.5999 -2.4068 0.4821
H -7.3184 -1.0845 -0.4525
H -6.3297 -2.3248 -1.2826
H 2.4145 -0.4957 -1.6735
H 4.7022 -0.6998 -2.5733
H 6.3404 -2.1793 -1.4654
H 5.6722 -3.4708 0.5474
H 0.7912 1.2229 1.7063
H 0.5332 2.9451 0.0214
```

**E_tot**: -2131.20511 a.u.
**HOMO energy**: -8.223 eV
**SMILES**: COc1ccc(OCc2nnc(SCC(=O)c3c(N)n(C)c(=O)n(C)c3=O)n2-c2ccccc2F)cc1
**LUMO**: 0.494 eV
**Kohn-Sham gap**: 8.7 eV

=====

A molecular structure, C35H30N9O4SY. Source: the OMol25 dataset; level of theory: wB97M-V/def2-TZVPD.

XYZ file:
```
80
Properties=species:S:1:pos:R:3
Y 0.1001 -1.2180 -0.0115
O -3.7343 0.3344 -0.9755
C -2.7997 -0.4619 -0.9561
N -2.1350 -1.0024 0.0734
C -2.6030 -0.9854 1.3979
C -3.7768 -0.3756 1.8384
C -4.1680 -0.4750 3.1654
C -3.3882 -1.1701 4.0732
C -2.2215 -1.7935 3.6531
C -1.8166 -1.7178 2.3235
N -0.6206 -2.2775 1.8266
C -0.0536 -3.3418 2.4098
O -0.4607 -4.0398 3.3329
C 1.2993 -3.6766 1.8097
C 2.0985 -4.5945 2.4790
C 3.3762 -4.8429 2.0175
C 3.8200 -4.1597 0.8943
C 2.9523 -3.2842 0.2717
N 1.7085 -3.0460 0.6990
C -2.3521 -1.0921 -2.2608
C -3.2750 -1.1176 -3.3010
C -2.9943 -1.8452 -4.4398
C -1.7770 -2.5070 -4.5146
C -0.9026 -2.3963 -3.4501
N -1.1669 -1.7138 -2.3357
H -4.3753 0.1778 1.1318
H -5.0783 0.0155 3.4896
H -3.6904 -1.2390 5.1111
H -1.6172 -2.3434 4.3565
H 1.6850 -5.0735 3.3544
H 4.0244 -5.5428 2.5290
H 4.8210 -4.2874 0.5073
H 3.2801 -2.7272 -0.5946
H -4.2008 -0.5776 -3.1646
H -3.7127 -1.9080 -5.2469
H -1.5081 -3.0951 -5.3807
H 0.0633 -2.8790 -3.5071
O -2.4381 3.4587 -1.0793
C -2.6818 3.3175 0.2414
C -3.7461 4.0121 0.8137
C -4.0307 3.8986 2.1607
C -3.2628 3.0801 2.9735
C -2.2170 2.3733 2.4169
C -1.8940 2.4764 1.0620
C -0.7899 1.6052 0.5984
O -0.2896 0.7382 1.3845
N -0.2892 1.8334 -0.6238
N 0.4344 0.8337 -1.1216
C 1.2488 1.0717 -2.0901
C 1.9572 -0.0272 -2.7055
C 2.8017 0.2007 -3.7974
C 3.4198 -0.8651 -4.4166
C 3.1789 -2.1453 -3.9339
C 2.3526 -2.2817 -2.8328
N 1.7614 -1.2644 -2.2109
H -3.1483 3.9824 -1.4653
H -4.3621 4.6445 0.1831
H -4.8674 4.4503 2.5708
H -3.4939 2.9794 4.0252
H -1.6255 1.7009 3.0248
H 1.3950 2.0823 -2.4638
H 2.9456 1.2156 -4.1452
H 4.0723 -0.7096 -5.2655
H 3.6238 -3.0157 -4.3946
H 2.1562 -3.2694 -2.4278
S 2.9564 -0.1684 0.8091
C 2.9506 1.5298 0.8266
N 3.7446 2.2054 -0.0201
C 3.7980 3.6601 -0.0980
C 2.4616 4.2248 0.3579
C 2.1631 3.6747 1.7430
N 2.2645 2.2177 1.7336
H 4.2818 1.6406 -0.6536
H 4.0175 3.9494 -1.1257
H 4.6032 4.0419 0.5384
H 1.6717 3.9024 -0.3216
H 2.4866 5.3136 0.3771
H 1.1573 3.9494 2.0601
H 2.8736 4.0819 2.4690
H 1.5581 1.6802 2.2172
```

**E_tot**: -2582.28761 a.u.
**HOMO energy**: -6.656 eV
**LUMO**: -0.543 eV
**Kohn-Sham gap**: 6.1 eV

=====

A molecular structure, C33H87AsF6N5O13. Source: the OMol25 dataset; level of theory: wB97M-V/def2-TZVPD.

XYZ file:
```
145
Properties=species:S:1:pos:R:3
As -1.4077 -0.6697 1.9800
F -0.4315 -2.1510 1.6705
F -1.3181 -0.9381 3.7714
F -2.3242 0.8082 2.3230
F -1.6049 -0.3593 0.2281
F -2.9045 -1.7051 1.9727
F 0.1616 0.2344 1.9039
C -8.5676 6.1777 -3.0917
O -7.3990 5.4702 -3.6000
C -6.1711 5.7369 -2.8832
C -5.0152 4.9827 -3.4608
N -4.7068 5.5455 -4.8049
C -3.8759 4.5577 -5.5866
C -3.2955 5.1133 -6.8786
O -4.1468 5.2192 -8.0071
C -3.5440 5.9475 -9.1037
H -8.7995 5.9485 -2.0516
H -9.4775 6.0470 -3.6773
H -8.3998 7.2544 -3.0656
H -6.2468 5.5003 -1.8219
H -5.9509 6.7985 -2.9951
H -5.1827 3.9146 -3.5998
H -4.1869 5.0715 -2.7578
H -5.6145 5.6300 -5.2397
H -4.6445 3.8127 -5.7923
H -3.1013 4.1976 -4.9096
H -2.4517 4.5278 -7.2438
H -2.8549 6.1036 -6.7641
H -4.2921 5.8676 -9.8924
H -2.6141 5.4853 -9.4351
H -3.4720 7.0163 -8.9025
C 2.5546 7.9199 6.1561
O 3.0948 8.9426 6.9896
C 2.2185 10.0773 7.1015
C 2.8961 11.1042 8.0321
N 4.1324 11.5736 7.3623
C 4.7622 12.5315 8.2697
C 5.4029 11.8452 9.4715
O 6.1245 12.7414 10.3707
C 7.3625 13.1878 9.8425
H 3.2398 7.0756 6.2309
H 2.5899 8.1573 5.0928
H 1.5582 7.5439 6.3884
H 1.2422 9.8259 7.5158
H 2.1888 10.5843 6.1371
H 3.0296 10.5228 8.9444
H 2.2402 11.9299 8.3079
H 4.7286 10.7631 7.2741
H 4.0789 13.2906 8.6505
H 5.4894 13.0370 7.6343
H 6.0437 11.0149 9.1747
H 4.6868 11.3454 10.1239
H 8.1830 12.4927 10.0207
H 7.5826 14.0318 10.4961
H 7.3249 13.5057 8.8006
C 9.6149 -6.0326 -0.1108
O 8.9932 -4.9823 0.6025
C 7.8001 -4.5927 -0.1302
C 7.2594 -3.3014 0.4624
N 8.2524 -2.1919 0.3358
C 7.7791 -0.9015 0.8219
C 8.8104 0.1770 0.5334
O 10.0773 -0.0015 1.1125
C 10.2161 0.0665 2.5349
H 8.9487 -6.8915 -0.1916
H 10.5968 -6.2106 0.3277
H 9.8546 -5.6366 -1.0976
H 7.1016 -5.3999 0.0901
H 8.0424 -4.5455 -1.1919
H 6.9151 -3.4999 1.4774
H 6.3458 -3.0592 -0.0806
H 9.0784 -2.5341 0.8055
H 7.5511 -0.8983 1.8878
H 6.8932 -0.5959 0.2654
H 8.3902 1.1758 0.6513
H 9.0485 0.1860 -0.5302
H 11.2860 0.2259 2.6692
H 9.9082 -0.8876 2.9627
H 9.6488 0.9104 2.9274
C 1.8445 -4.2168 -6.6166
O 1.6583 -5.3310 -7.5273
C 2.5501 -5.2635 -8.6553
C 3.9874 -5.6911 -8.2946
N 4.0104 -7.1695 -8.1863
C 5.3703 -7.4704 -7.7707
C 5.3510 -8.8842 -7.2171
O 4.6135 -8.8143 -5.9478
C 4.4905 -10.0883 -5.2428
H 1.8533 -3.2063 -7.0250
H 2.7512 -4.4173 -6.0459
H 1.0588 -4.3195 -5.8681
H 2.5816 -4.2523 -9.0610
H 2.1482 -5.8959 -9.4470
H 4.4050 -5.2345 -7.3973
H 4.6167 -5.3898 -9.1320
H 3.5088 -7.6052 -7.4256
H 5.7754 -6.8153 -6.9994
H 5.9628 -7.2861 -8.6669
H 6.3907 -9.0755 -6.9516
H 4.9815 -9.6273 -7.9238
H 4.2545 -10.9269 -5.8979
H 3.7066 -10.0262 -4.4880
H 5.4277 -10.3421 -4.7474
C -9.6298 -1.8544 1.7590
O -10.8205 -2.5518 2.0336
C -10.6028 -3.9287 2.3491
C -9.8436 -4.7640 1.2550
N -10.7454 -4.8948 0.0943
C -10.0382 -5.5970 -0.9632
C -8.7695 -4.9853 -1.6080
O -9.0766 -3.6670 -2.0281
C -7.9010 -2.9675 -2.2244
H -9.0960 -2.1405 0.8528
H -8.8877 -1.9375 2.5530
H -9.9316 -0.8106 1.6727
H -11.6033 -4.2826 2.5980
H -10.0377 -4.0356 3.2751
H -9.6961 -5.7528 1.6895
H -8.8459 -4.4013 1.0078
H -11.0143 -3.9811 -0.2416
H -10.7118 -5.8042 -1.7947
H -9.7290 -6.5992 -0.6664
H -8.4158 -5.4590 -2.5237
H -7.9251 -5.1759 -0.9456
H -8.2380 -1.9724 -2.5147
H -7.3406 -3.4091 -3.0484
H -7.3703 -2.8564 -1.2787
C -0.3016 -7.0859 -3.3914
O -0.7194 -7.5589 -4.6809
H -0.7770 -6.1527 -3.0893
H -0.5161 -7.8033 -2.5993
H 0.7625 -6.8591 -3.3254
H -0.4731 -6.8986 -5.3328
C -3.9274 2.5438 9.5064
O -4.5213 3.5753 10.2806
H -3.3213 2.9622 8.7028
H -3.3228 1.9110 10.1560
H -4.7743 2.0442 9.0361
H -5.1422 4.0854 9.7553
C -3.0722 -7.4435 5.9093
O -2.9806 -8.7888 6.3124
H -2.1293 -7.1086 5.4771
H -3.8187 -7.2336 5.1433
H -3.1720 -6.8276 6.8030
H -2.1483 -8.9518 6.7622
```

**E_tot**: -5396.20159 a.u.
**HOMO energy**: -7.432 eV
**LUMO**: 1.871 eV
**Kohn-Sham gap**: 9.3 eV
**Net charge**: -1

=====

2 unconnected molecules or ions with the total composition C10H16O. Source: the OMol25 dataset; level of theory: wB97M-V/def2-TZVPD.

XYZ file:
```
27
Properties=species:S:1:pos:R:3
C 0.5555 3.3258 -0.6112
C -0.3014 2.1417 -0.3870
C -0.2219 1.0184 -1.1789
C -1.0516 -0.1187 -0.9003
C -2.0741 0.0395 -0.0195
O -3.1278 -0.8387 0.0516
C -2.2094 1.1688 0.8125
C -1.2999 2.1658 0.6290
H 0.5997 3.9542 0.2862
H 0.2191 3.9074 -1.4795
H 1.5881 3.1159 -0.8586
H 0.6602 0.8205 -1.7877
H -0.7742 -1.0452 -1.3910
H -3.0272 -1.6305 -0.4701
H -2.9165 1.1782 1.6223
H -1.4714 3.0919 1.1637
C 0.4680 -1.8606 1.3682
C 1.8396 -1.6837 0.6394
C 1.8600 -2.3892 -0.7388
H 0.3422 -2.8627 1.7938
H 0.4994 -1.0267 2.0755
H -0.2990 -1.8991 0.6046
H 1.9841 -0.6003 0.5126
H 2.5593 -2.1309 1.3463
H 1.1888 -3.2562 -0.7877
H 1.5564 -1.7401 -1.5487
H 2.8541 -2.8451 -0.7464
```

**E_tot**: -465.83510 a.u.
**HOMO energy**: -8.294 eV
**SMILES**: Cc1ccc(O)cc1.CCC
**LUMO**: 0.873 eV
**Kohn-Sham gap**: 9.2 eV

=====

A gas-phase ion, C4H9N2 (charge +1). Source: the OMol25 dataset; level of theory: wB97M-V/def2-TZVPD.

XYZ file:
```
15
Properties=species:S:1:pos:R:3
C 1.5055 0.8829 0.5860
C -0.6839 0.7808 -0.8448
C 0.3874 0.2456 -0.0772
C 0.3853 -1.2594 0.0580
N -2.5967 -0.3619 0.2832
N -2.1509 0.6369 -0.0465
H 2.3417 0.4225 -0.0403
H 1.8273 0.5764 1.6071
H -0.6629 1.8552 -0.8229
H -0.8489 0.2918 -1.7834
H 1.4950 1.9228 0.6130
H 0.7860 -1.6123 0.9829
H 1.0823 -1.5266 -0.6886
H -0.6229 -1.5590 0.0205
H -2.2442 -1.2959 0.1532
```

**E_tot**: -266.90783 a.u.
**HOMO energy (spin up / spin down)**: -14.085 / -14.082 eV
**LUMO (spin up / spin down)**: -6.211 / -6.213 eV
**Kohn-Sham gap (spin up / spin down)**: 7.9 / 7.9 eV
**Net charge**: +1

=====

A molecular structure, C23H27N4O8PSTl. Source: the OMol25 dataset; level of theory: wB97M-V/def2-TZVPD.

XYZ file:
```
65
Properties=species:S:1:pos:R:3
N -3.2493 -1.1634 5.0490
C -3.4476 -1.3051 3.6275
C -3.5378 0.0605 2.8889
O -4.9059 0.4183 2.8063
C -2.9887 -0.0529 1.4354
C -1.5925 0.4619 1.2312
C -1.4120 1.6089 0.4317
C -0.2063 2.1493 0.1642
C -0.1648 3.3660 -0.7446
C -0.6591 3.0267 -2.1676
C 0.1018 1.8272 -2.7648
C -0.6288 0.4819 -2.5979
C -0.2018 -0.6534 -3.5221
C 1.2453 -1.0954 -3.2653
C 1.4198 -1.8084 -1.8892
S 1.8047 -3.5658 -1.9344
C 0.4060 -4.3216 -2.4356
N -0.7325 -3.8371 -2.9046
N -1.5046 -4.8870 -3.1788
C -0.8223 -5.9645 -2.8558
O 0.3844 -5.6695 -2.3828
C 0.9085 1.5429 0.7167
C 0.7424 0.4136 1.5499
C -0.4591 -0.1132 1.7857
N -0.5934 -1.2856 2.6326
C -0.5259 -2.3225 1.9888
O -0.5146 -3.2796 1.3777
C 1.9573 -0.2035 2.1529
O 1.9616 -1.3563 2.5000
C 3.1692 0.6476 2.2622
C 3.3422 1.6926 1.4607
P 4.8777 2.6983 1.5317
O 4.9487 3.6108 0.3930
O 6.1110 1.7267 1.5279
O 4.9126 3.4577 2.9244
C 2.2921 2.0245 0.4373
O 2.5960 2.6070 -0.5659
H -3.0578 -0.1981 5.3102
H -2.4552 -1.7106 5.3729
H -4.4076 -1.8148 3.4880
H -2.7080 -1.9778 3.1975
H -3.0820 0.8628 3.4584
H -5.3286 -0.1841 2.1821
H -3.0509 -1.0851 1.0912
H -3.6332 0.5130 0.7786
H -2.2894 2.0784 0.0171
H -0.8517 4.0857 -0.3091
H 0.7991 3.8422 -0.7789
H -1.7214 2.8247 -2.1051
H -0.5008 3.9016 -2.7884
H 1.0855 1.8010 -2.3050
H 0.2343 2.0339 -3.8544
H -1.6985 0.6691 -2.6178
H -0.4086 0.1398 -1.5891
H -0.3956 -0.4278 -4.5707
H -0.8369 -1.4974 -3.2808
H 1.5244 -1.7964 -4.0435
H 1.8948 -0.2279 -3.2677
H 2.2964 -1.3931 -1.4061
H 0.5673 -1.6728 -1.2290
H -1.1580 -6.9824 -2.9335
H 3.8881 0.3336 3.0055
H 6.1026 1.0736 2.2428
H 4.0081 3.5590 3.2557
Tl 0.1494 2.3126 -5.9870
```

**E_tot**: -2624.44095 a.u.
**HOMO energy**: -16.290 eV
**LUMO**: -14.390 eV
**Kohn-Sham gap**: 1.9 eV
**Net charge**: +3

=====

Question: The lowest E_tot belongs to which entry?
Answer: C33H87AsF6N5O13